The following is a quantum chemistry calculation of 3 unconnected molecules or ions with the total composition C20H19BrF17NO6PS at a distorted geometry, from the Open Molecules 2025 dataset.

Each line ends with the Löwdin charge.
Cartesian coordinates (Å):
C (-2.125, -0.994, 7.655)  0.1161
C (-2.872, -1.248, 6.773)  -0.2459
C (-3.857, -1.581, 5.730)  -0.6981
S (-5.039, -0.229, 5.583)  0.8110
C (-4.376, -2.976, 6.133)  -0.3704
P (-4.973, -3.372, 7.859)  0.6299
O (-6.490, -3.865, 7.466)  -0.3871
Br (-5.413, -1.404, 8.877)  0.2472
C (-3.135, -3.846, 5.833)  -0.5225
O (-3.031, -4.992, 6.193)  0.0558
N (-2.271, -3.108, 5.094)  0.1361
C (-3.035, -1.963, 4.460)  -0.3123
C (-1.992, -0.960, 3.949)  -0.0533
C (-2.274, -0.185, 2.668)  -0.3843
C (-3.583, 0.549, 2.600)  -0.0481
F (-2.111, -0.978, 1.540)  -0.0168
C (-3.837, -2.689, 3.337)  -0.6308
O (-5.080, -2.503, 3.344)  -0.0445
O (-3.119, -3.419, 2.567)  -0.0454
H (-1.514, -1.066, 8.516)  0.0361
H (-4.329, 0.687, 6.242)  -0.1137
H (-5.153, -3.372, 5.491)  0.1147
H (-6.977, -3.115, 7.097)  0.0382
H (-1.725, -3.633, 4.426)  0.1458
H (-1.754, -0.219, 4.707)  0.1179
H (-1.082, -1.518, 3.772)  0.1227
H (-1.490, 0.574, 2.611)  0.1201
H (-3.682, 1.173, 3.475)  0.0544
H (-4.421, -0.124, 2.474)  0.0748
H (-3.549, 1.203, 1.732)  0.0736
C (-0.253, 0.471, -1.015)  -0.0330
C (0.769, 0.304, -2.149)  -0.4402
C (2.209, -0.040, -1.769)  -0.2936
F (2.780, 0.921, -1.021)  0.0996
F (2.941, -0.156, -2.912)  0.0715
F (0.760, 1.394, -2.951)  0.1263
F (0.340, -0.748, -2.901)  0.1073
O (-0.559, 1.791, -0.594)  0.0533
C (0.176, 2.447, 0.351)  -0.5538
C (0.838, 3.703, -0.224)  -0.2848
F (1.649, 3.393, -1.255)  0.0979
F (1.587, 4.287, 0.741)  0.0952
F (1.072, 1.647, 0.955)  0.1539
F (-0.681, 2.878, 1.303)  0.1415
H (-1.193, 0.110, -1.425)  0.1540
H (-0.034, -0.181, -0.170)  0.1442
H (2.254, -0.990, -1.231)  0.1756
H (0.076, 4.404, -0.568)  0.1745
C (5.798, 1.670, -6.188)  -0.0369
C (4.437, 2.384, -6.153)  -0.4409
C (3.180, 1.517, -6.060)  -0.3013
F (3.058, 0.705, -7.131)  0.0958
F (2.097, 2.326, -6.026)  0.1007
F (4.343, 3.230, -7.204)  0.1301
F (4.440, 3.141, -5.022)  0.1080
O (6.420, 1.482, -7.448)  0.0487
C (6.162, 0.394, -8.234)  -0.5517
C (5.530, 0.800, -9.569)  -0.2893
F (4.379, 1.467, -9.371)  0.1044
F (5.260, -0.316, -10.282)  0.0980
F (5.431, -0.535, -7.598)  0.1561
F (7.354, -0.173, -8.534)  0.1396
H (6.473, 2.347, -5.668)  0.1478
H (5.782, 0.749, -5.605)  0.1479
H (3.194, 0.916, -5.146)  0.1584
H (6.219, 1.435, -10.131)  0.1740

Forces on atoms 1 to 2 (eV/Å):
C 0.903 -0.187 1.240
C -1.197 0.299 -1.138

spin multiplicity = 1
LUMO energy = 1.776 eV
DFT total energy = -171188.9455 eV
charge = -1

***

The following is a quantum chemistry calculation of a molecular structure, C30H33BIrN8O2 at a distorted geometry, from the Open Molecules 2025 dataset.

Each line ends with the Löwdin charge.
Cartesian coordinates (Å):
Ir (0.615, 1.210, -1.186)  1.6556
C (1.744, 4.004, -3.291)  -0.0188
C (1.113, 4.293, -1.974)  -0.3173
C (0.842, 5.515, -1.381)  0.0471
C (0.240, 5.229, -0.157)  -0.2359
C (-0.240, 6.192, 0.870)  -0.0003
N (0.159, 3.895, -0.038)  0.0317
N (0.692, 3.318, -1.152)  -0.1116
B (-0.432, 3.078, 1.146)  -0.4925
N (-1.592, 2.215, 0.609)  0.0328
N (-1.441, 1.495, -0.525)  -0.0570
C (-2.605, 0.897, -0.821)  -0.3081
C (-2.758, 0.042, -2.030)  -0.0115
C (-3.534, 1.265, 0.145)  0.0528
C (-2.861, 2.095, 1.037)  -0.2303
C (-3.384, 2.780, 2.249)  0.0025
N (0.678, 2.158, 1.700)  0.0319
N (1.358, 1.336, 0.869)  -0.0497
C (2.319, 0.710, 1.560)  -0.2985
C (3.252, -0.253, 0.911)  0.0004
C (2.251, 1.149, 2.880)  0.0484
C (1.205, 2.066, 2.932)  -0.2363
C (0.714, 2.849, 4.099)  0.0019
H (2.008, 4.936, -3.784)  0.0880
H (1.061, 3.450, -3.938)  0.0845
H (2.646, 3.403, -3.167)  0.0871
H (1.055, 6.492, -1.780)  0.1247
H (-0.062, 7.205, 0.521)  0.0907
H (0.284, 6.051, 1.816)  0.0903
H (-1.307, 6.067, 1.058)  0.0911
H (-0.817, 3.811, 1.992)  0.1177
H (-1.832, 0.042, -2.605)  0.0592
H (-3.565, 0.417, -2.658)  0.0926
H (-2.990, -0.985, -1.747)  0.0897
H (-4.565, 0.959, 0.200)  0.1255
H (-4.413, 2.480, 2.426)  0.0910
H (-3.354, 3.863, 2.124)  0.0914
H (-2.788, 2.532, 3.127)  0.0853
H (3.171, -0.191, -0.175)  0.0593
H (3.033, -1.277, 1.218)  0.0690
H (4.280, -0.032, 1.195)  0.0967
H (2.887, 0.846, 3.694)  0.1238
H (1.275, 2.573, 4.987)  0.0905
H (-0.345, 2.661, 4.280)  0.0851
H (0.836, 3.919, 3.926)  0.0895
O (2.532, -0.906, -2.877)  0.0569
C (1.744, -1.478, -2.156)  -0.5880
N (1.661, -2.796, -1.854)  0.1803
C (0.564, -3.121, -0.956)  -0.2645
C (0.064, -1.690, -0.619)  -0.4464
O (-0.779, -1.416, 0.201)  0.0997
N (0.735, -0.814, -1.435)  -0.0521
C (-0.621, -3.789, -1.652)  -0.1630
C (-1.711, -4.196, -0.884)  -0.0247
C (-2.824, -4.751, -1.493)  -0.0632
C (-2.863, -4.903, -2.873)  -0.0781
C (-1.778, -4.507, -3.639)  -0.0709
C (-0.662, -3.946, -3.033)  -0.0227
C (1.042, -3.887, 0.266)  -0.1499
C (1.321, -3.262, 1.475)  -0.0354
C (1.788, -4.003, 2.552)  -0.0639
C (1.987, -5.369, 2.426)  -0.0736
C (1.725, -5.994, 1.217)  -0.0615
C (1.252, -5.259, 0.141)  -0.0213
H (2.292, -3.486, -2.226)  0.1726
H (-1.683, -4.068, 0.191)  0.1267
H (-3.667, -5.061, -0.888)  0.1087
H (-3.736, -5.328, -3.349)  0.1068
H (-1.800, -4.628, -4.714)  0.1076
H (0.179, -3.640, -3.641)  0.1125
H (1.151, -2.199, 1.592)  0.0966
H (1.993, -3.507, 3.493)  0.1079
H (2.341, -5.945, 3.271)  0.1082
H (1.882, -7.059, 1.106)  0.1101
H (1.041, -5.751, -0.801)  0.1252

Forces on atoms 1 to 2 (eV/Å):
Ir -0.220 -0.102 0.353
C -0.020 -0.141 0.065

spin multiplicity = 5
LUMO energy (spin up / spin down) = -1.810 / -5.873 eV
relative energy (zero: lowest compared OMol25 entry of this formula, charge and spin) = 0.0 kcal per mole
<S²> = 6.0139
DFT total energy = -51173.0640 eV
charge = +1

***

The following is a quantum chemistry calculation of 9 unconnected molecules or ions with the total composition C50H123BF10N6O8P at a distorted geometry, from the Open Molecules 2025 dataset.

Each line ends with the Löwdin charge.
Cartesian coordinates (Å):
C (0.502, 1.867, -5.316)  -0.0501
C (0.959, 2.324, -3.938)  -0.1095
N (2.501, 2.084, -3.637)  -0.1750
C (2.834, 2.591, -2.201)  0.0090
C (2.873, 0.557, -3.646)  -0.1278
C (1.910, -0.319, -2.884)  -0.0549
C (3.369, 3.005, -4.537)  -0.0262
C (4.967, 2.878, -4.427)  -0.1550
O (5.340, 1.536, -4.394)  -0.1966
C (6.654, 1.327, -4.165)  -0.1402
H (0.813, 2.478, -6.164)  0.0902
H (-0.584, 1.862, -5.414)  0.0693
H (0.846, 0.861, -5.555)  0.0760
H (0.401, 1.717, -3.225)  0.1026
H (0.704, 3.372, -3.783)  0.1270
H (3.779, 2.145, -1.892)  0.0884
H (2.136, 2.348, -1.400)  0.0696
H (2.887, 3.679, -2.174)  0.1023
H (3.884, 0.379, -3.279)  0.0936
H (2.966, 0.318, -4.705)  0.1325
H (0.984, -0.672, -3.338)  0.0641
H (1.663, 0.070, -1.896)  0.0703
H (2.241, -1.331, -2.655)  0.0665
H (2.956, 3.961, -4.217)  0.1285
H (3.048, 2.882, -5.572)  0.1283
H (5.258, 3.414, -3.524)  0.1177
H (5.420, 3.478, -5.216)  0.1426
H (7.110, 1.727, -3.259)  0.0982
H (7.347, 1.599, -4.962)  0.1085
H (6.794, 0.248, -4.101)  0.0889
C (-2.853, 4.608, 3.398)  -0.0312
C (-1.779, 4.253, 2.294)  -0.1382
N (-2.055, 4.963, 0.962)  -0.2033
C (-1.733, 6.466, 1.118)  0.0181
C (-0.992, 4.518, -0.079)  -0.1005
C (0.548, 4.693, 0.338)  -0.0349
C (-3.501, 4.762, 0.334)  -0.0201
C (-3.831, 3.326, 0.030)  -0.1963
O (-3.877, 2.557, 1.210)  -0.1709
C (-4.324, 1.296, 0.893)  -0.1022
H (-2.922, 5.685, 3.545)  0.0741
H (-2.503, 4.185, 4.340)  0.0789
H (-3.885, 4.300, 3.231)  0.0761
H (-1.739, 3.202, 2.010)  0.1029
H (-0.807, 4.576, 2.667)  0.1054
H (-0.815, 6.537, 1.702)  0.0967
H (-2.471, 7.010, 1.708)  0.1024
H (-1.750, 6.991, 0.163)  0.1192
H (-1.258, 4.929, -1.052)  0.1283
H (-1.103, 3.458, -0.311)  0.0977
H (1.310, 4.387, -0.378)  0.0523
H (0.815, 4.069, 1.191)  0.0418
H (0.909, 5.703, 0.534)  0.0734
H (-3.539, 5.372, -0.569)  0.1299
H (-4.185, 5.207, 1.056)  0.1377
H (-3.182, 2.968, -0.770)  0.1080
H (-4.827, 3.335, -0.412)  0.1424
H (-3.538, 0.790, 0.331)  0.0748
H (-5.212, 1.437, 0.277)  0.0800
H (-4.648, 0.692, 1.740)  0.0923
C (-4.165, -2.130, -0.872)  -0.0344
C (-3.131, -1.310, -1.696)  -0.1389
N (-2.971, -1.744, -3.181)  -0.1993
C (-2.096, -0.673, -3.964)  0.0605
C (-2.345, -3.140, -3.219)  -0.1317
C (-1.184, -3.320, -2.203)  -0.0510
C (-4.329, -1.811, -3.970)  -0.0251
C (-5.184, -0.460, -3.889)  -0.2208
O (-5.644, -0.177, -2.626)  -0.1969
C (-6.487, 1.012, -2.537)  -0.0236
H (-4.181, -1.748, 0.149)  0.0678
H (-3.808, -3.130, -0.625)  0.0580
H (-5.178, -2.151, -1.273)  0.0810
H (-2.147, -1.237, -1.233)  0.0909
H (-3.397, -0.254, -1.655)  0.1069
H (-2.058, -0.974, -5.011)  0.1090
H (-1.077, -0.712, -3.580)  0.0661
H (-2.476, 0.344, -3.872)  0.0854
H (-2.036, -3.297, -4.253)  0.1301
H (-3.169, -3.825, -3.019)  0.1251
H (-1.573, -3.696, -1.256)  0.0561
H (-0.548, -2.444, -2.077)  0.0603
H (-0.524, -4.139, -2.489)  0.0795
H (-4.969, -2.588, -3.551)  0.1256
H (-4.138, -1.969, -5.031)  0.1352
H (-5.947, -0.531, -4.664)  0.1365
H (-4.713, 0.377, -4.405)  0.1159
H (-7.508, 0.969, -2.914)  0.1038
H (-5.946, 1.873, -2.931)  0.0736
H (-6.527, 1.215, -1.467)  0.0681
C (-7.514, -4.697, 2.349)  -0.0543
C (-6.542, -5.272, 3.415)  -0.1313
N (-5.107, -4.618, 3.431)  -0.2150
C (-5.328, -3.105, 3.323)  0.0142
C (-4.364, -4.926, 4.810)  -0.0891
C (-4.426, -6.459, 5.210)  -0.0503
C (-4.276, -5.174, 2.260)  -0.0516
C (-2.801, -4.691, 2.145)  -0.1771
O (-2.857, -3.300, 1.979)  -0.2222
C (-1.607, -2.718, 1.768)  -0.1020
H (-7.758, -3.681, 2.658)  0.0755
H (-8.388, -5.326, 2.179)  0.0994
H (-7.130, -4.694, 1.329)  0.0758
H (-6.430, -6.336, 3.207)  0.1221
H (-7.000, -5.120, 4.392)  0.1357
H (-6.224, -2.920, 3.917)  0.1084
H (-5.600, -2.828, 2.305)  0.0994
H (-4.415, -2.665, 3.724)  0.0733
H (-4.894, -4.475, 5.649)  0.1303
H (-3.355, -4.519, 4.738)  0.1085
H (-4.195, -7.186, 4.431)  0.0737
H (-5.396, -6.784, 5.585)  0.0787
H (-3.823, -6.655, 6.097)  0.0896
H (-4.771, -4.891, 1.330)  0.1244
H (-4.449, -6.249, 2.295)  0.1291
H (-2.397, -5.182, 1.260)  0.1296
H (-2.095, -4.874, 2.955)  0.1259
H (-1.592, -1.668, 1.476)  0.0820
H (-1.129, -3.197, 0.914)  0.0747
H (-0.994, -2.920, 2.647)  0.0985
C (4.121, 1.475, 1.011)  -0.0356
C (4.814, 1.148, 2.411)  -0.1037
N (5.079, 2.292, 3.422)  -0.2178
C (5.263, 1.627, 4.757)  0.0002
C (6.444, 3.037, 3.157)  -0.1365
C (6.502, 3.924, 1.960)  -0.0627
C (3.968, 3.367, 3.479)  -0.0555
C (2.617, 2.982, 4.209)  -0.0961
O (2.362, 1.681, 3.581)  -0.2318
C (1.031, 1.493, 3.105)  -0.0821
H (4.317, 0.681, 0.291)  0.0602
H (4.466, 2.445, 0.652)  0.0528
H (3.079, 1.792, 1.060)  0.0604
H (5.782, 0.672, 2.254)  0.1232
H (4.207, 0.380, 2.891)  0.1015
H (4.311, 1.229, 5.109)  0.1030
H (5.618, 2.285, 5.550)  0.1188
H (6.022, 0.844, 4.757)  0.1195
H (7.178, 2.234, 3.102)  0.1329
H (6.611, 3.562, 4.098)  0.1336
H (7.457, 4.449, 1.956)  0.1061
H (5.765, 4.727, 1.987)  0.0832
H (6.374, 3.459, 0.982)  0.0763
H (3.829, 3.672, 2.442)  0.1141
H (4.272, 4.242, 4.055)  0.1416
H (1.863, 3.725, 3.948)  0.1256
H (2.708, 2.853, 5.287)  0.1300
H (0.876, 0.462, 2.786)  0.0778
H (0.707, 2.123, 2.276)  0.0616
H (0.302, 1.645, 3.901)  0.0873
C (3.778, -5.828, -1.826)  -0.0421
C (3.852, -4.283, -1.984)  -0.1350
N (5.132, -3.589, -1.353)  -0.2117
C (6.452, -4.086, -1.852)  0.0175
C (4.960, -2.127, -1.745)  -0.1992
C (6.013, -1.191, -1.227)  -0.0523
C (5.153, -3.879, 0.219)  -0.0292
C (3.918, -3.431, 0.980)  -0.1615
O (3.558, -2.018, 0.944)  -0.2145
C (2.339, -1.594, 1.568)  -0.0643
H (2.885, -6.275, -2.263)  0.0975
H (3.819, -6.097, -0.770)  0.0749
H (4.697, -6.206, -2.274)  0.0782
H (2.933, -3.925, -1.521)  0.1085
H (3.759, -4.097, -3.054)  0.1311
H (6.544, -3.894, -2.921)  0.1256
H (6.485, -5.157, -1.650)  0.1078
H (7.269, -3.591, -1.328)  0.1106
H (3.944, -1.830, -1.484)  0.0983
H (5.032, -2.075, -2.831)  0.1322
H (5.669, -0.248, -1.651)  0.0680
H (7.027, -1.365, -1.585)  0.0985
H (5.864, -1.008, -0.163)  0.0703
H (6.012, -3.281, 0.522)  0.1269
H (5.475, -4.903, 0.413)  0.1438
H (3.869, -3.744, 2.023)  0.1417
H (3.063, -4.025, 0.657)  0.1107
H (2.141, -0.614, 1.132)  0.0674
H (2.456, -1.346, 2.622)  0.0900
H (1.562, -2.320, 1.329)  0.0918
P (-3.134, 3.829, -4.111)  0.1297
F (-2.580, 2.957, -5.353)  -0.1601
F (-1.640, 4.385, -3.948)  -0.1627
F (-3.521, 5.034, -5.123)  -0.1331
F (-3.585, 4.735, -2.886)  -0.1438
F (-4.663, 3.205, -4.206)  -0.1750
F (-2.780, 2.661, -3.069)  -0.1776
B (-0.356, 0.711, -0.122)  -1.5033
F (0.029, -0.611, -0.199)  0.1343
F (0.682, 1.529, -0.062)  0.1824
F (-1.109, 1.028, -1.230)  0.1497
F (-1.113, 0.974, 1.027)  0.1214
C (-2.283, -0.050, 4.213)  0.0374
C (-2.439, -0.826, 5.509)  -0.6174
O (-1.606, -0.749, 6.455)  0.2494
O (-3.377, -1.619, 5.656)  0.1285
H (-1.518, -0.516, 3.592)  0.0644
H (-1.959, 0.974, 4.398)  0.0803
H (-3.156, 0.003, 3.562)  0.0831

Forces on atoms 1 to 2 (eV/Å):
C 0.530 -0.164 -0.749
C 0.213 -0.693 -0.330

spin multiplicity = 2
LUMO energy (spin up / spin down) = -7.220 / -10.068 eV
<S²> = 0.7572
DFT total energy = -116275.4697 eV
charge = +4

***

- Which of these has the lowest charge?
  C20H19BrF17NO6PS

***

- Which formula does entry 3 have?
  C50H123BF10N6O8P

***

- Which of these has the highest DFT total energy?
  C30H33BIrN8O2